# H14O7

A 7-piece molecular cluster, H14O7 overall (ωB97M-V with the def2-TZVPD basis set, the Open Molecules 2025 dataset).

Structure (XYZ):
```
21
Properties=species:S:1:pos:R:3:forces:R:3:nbo_charge:R:1
H -0.2568 -2.1121 -1.0212 -0.2 -0.3 -0.6 0.509
O -0.3577 -0.6631 2.5683 0.7 1.2 3.1 -0.954
H 3.8716 1.6170 1.1947 -0.4 0.3 0.6 0.474
O 0.8083 2.2748 1.2082 -4.1 -0.1 1.8 -0.949
H -0.4366 1.8936 -2.6652 0.2 0.7 -0.8 0.471
H -0.4091 -2.0460 -2.6043 0.2 0.1 1.0 0.492
O 4.3638 1.7121 0.3887 0.2 2.6 -1.9 -0.951
H -2.3597 -2.4929 0.2492 -1.9 1.0 -0.1 0.486
H -1.0593 -2.6416 0.8368 -0.5 -1.1 -0.7 0.477
H -1.7041 -0.8841 -0.7220 -0.2 0.4 1.2 0.483
H -0.5067 0.4313 -2.2134 0.0 1.1 0.7 0.493
O -0.6168 1.3707 -1.9009 -0.2 -1.8 0.3 -0.970
H 1.1519 1.7080 0.5526 0.6 -1.1 -1.5 0.472
O -0.2138 -1.5276 -1.7967 0.0 0.1 -0.8 -0.990
H -0.0209 0.0892 3.1757 -0.8 -1.9 -1.7 0.482
O -1.6354 -3.0723 0.1437 2.5 -0.1 1.2 -0.948
H -0.2340 -0.3558 1.6931 0.1 0.7 -1.4 0.471
H -0.2052 1.9668 1.2872 3.5 1.1 -0.4 0.476
H 4.2302 2.6836 0.0487 0.2 -2.9 1.3 0.478
O -2.0780 -0.3949 0.0666 -0.3 1.9 -3.2 -0.995
H -2.3317 0.4433 -0.4899 0.6 -1.8 2.0 0.494
```
Positions in Å, forces in eV/Å.

## Properties
Gap between HOMO and LUMO: 11.6 eV
Structure (SMILES): O.O.O.O.O.O.O
M: 126.10 u
ΔE to the lowest compared entry with this formula, charge and spin: 221.52 kJ/mol
LUMO: 0.186 eV
2S+1: 1